This record from the OMol25 dataset describes a 5-piece molecular cluster, C33H66NO29P7S3 overall at a distorted geometry. The level of theory is wB97M-V/def2-TZVPD.

Geometry (Å):
S 1.13470 0.38642 2.41700
S 3.34090 2.25558 -2.61417
S -5.04288 0.38464 4.46510
P 7.11345 3.15659 -4.52927
P -3.52592 -11.11998 -0.41685
P 3.74037 -4.70583 3.31773
P -6.25084 -3.88967 0.54997
P -0.78319 7.23303 -4.34803
P -0.76965 0.08667 2.10194
P 2.74008 3.04946 -0.96021
O -4.27759 -9.86772 0.45512
O 3.90454 -3.55307 4.48813
O 8.27028 2.36668 -5.40325
O -1.52622 0.52143 3.53682
O 7.64813 3.57183 -3.17877
O -0.53083 5.78864 -5.08947
O -1.05809 -1.52873 1.78063
O -3.82788 2.82434 -1.19054
O 3.85545 4.23966 -0.56988
O 2.30091 -4.90104 2.92780
O 3.68592 -5.92891 4.49922
O 6.59377 1.66936 -3.84103
O -4.66090 1.76689 4.76480
O -4.51020 -11.03548 -1.55028
O -3.89848 -0.64839 5.01214
O -2.70490 -12.48568 -0.99989
O -5.54923 -2.93531 1.47963
O -7.72306 -3.76750 1.38656
O 7.52781 4.64956 -5.23575
O -2.09949 7.78264 -4.78980
O 2.80266 2.00455 0.33036
O 0.37011 8.38515 -4.76774
O -6.09186 -5.45188 1.05105
O 4.10200 -3.57776 2.10612
O 0.58169 0.66892 -0.72861
O -6.26628 0.11247 5.22148
O -2.20752 -10.16612 -0.69306
O -1.15732 5.25136 1.55284
O -4.93897 -4.09096 -0.50560
N 0.09983 7.12627 1.97284
C -1.00478 -10.44500 0.02956
C -3.67854 1.55214 1.59540
C -0.17729 2.99049 -0.88179
C 2.13903 6.66237 0.43930
C -6.29644 -6.49773 0.09440
C -1.08540 6.46073 1.49838
C 2.53876 7.00141 -1.05570
C 3.28332 -2.41199 2.01333
C -0.16422 1.52583 -0.35485
C 6.11412 0.65953 -4.71995
C 2.01742 5.98222 -2.15327
C 0.97029 7.63109 0.88340
C 4.80348 -6.08515 5.37648
C -1.28084 1.20419 0.71243
C -0.79651 7.12230 -2.48651
C 0.78928 5.12065 -1.73840
C -8.79009 -4.65367 1.03558
C 5.18323 -2.93803 4.65805
C 1.03501 3.75650 -1.20597
C -2.23388 7.38754 0.99214
C -2.51866 1.77403 0.57731
C -2.76480 2.73351 -0.63921
C 0.82560 6.34582 2.99011
C -1.73318 4.91456 -1.56322
C 8.11087 2.28988 -6.82166
C -4.17483 0.07084 1.73663
C -5.46234 0.11466 2.71079
C -3.61412 -9.36896 1.61871
C -3.69213 -4.50236 0.04859
C -2.18448 -12.43555 -2.32398
C -1.51829 3.58453 -1.04668
C -0.53159 5.68052 -1.92823
C 8.87182 5.09811 -5.10826
H -6.21703 0.87149 2.39010
H 0.02567 7.78867 -2.11253
H 3.66234 6.96380 -1.09820
H -3.12010 -10.17260 2.16666
H -2.74588 7.88063 1.86616
H 1.69566 6.93257 3.37423
H -3.43390 -5.47706 -0.37146
H 3.90664 -1.53615 2.20729
H -1.26036 -1.91611 2.66090
H 0.12585 6.22263 3.86420
H -3.42387 -1.08810 4.28153
H -2.76536 5.30100 -1.69541
H 9.48580 4.43850 -4.49859
H 2.82832 5.30528 -2.50796
H -2.43731 -11.51566 -2.84740
H 7.92454 1.25429 -7.11008
H 0.57795 8.83412 -3.92406
H -1.77208 7.49867 -2.07975
H 7.28410 2.91059 -7.17422
H 9.31046 5.16266 -6.10718
H -8.67809 -5.59777 1.57193
H 9.03268 2.62811 -7.29614
H 5.88038 -3.21915 3.86567
H 5.74448 -5.90739 4.85343
H -4.53212 2.20368 1.25572
H -1.09658 -12.52164 -2.27036
H -4.48433 -0.39912 0.76724
H 1.11190 5.31154 2.66138
H -9.73263 -4.19726 1.33630
H -8.81675 -4.83332 -0.03989
H 4.70878 -5.40123 6.22250
H 1.68976 6.58442 -3.04949
H -3.04138 6.82378 0.45472
H -1.07262 -11.37967 0.59043
H -0.80120 -9.62880 0.72403
H -3.44666 -0.61294 2.23913
H -0.17995 -10.51866 -0.67965
H -3.37487 1.95064 2.59682
H -1.13053 5.80290 -5.86414
H 0.36988 7.99015 0.00232
H 5.54148 1.09877 -5.53852
H 5.60297 -3.23353 5.62100
H -1.87940 8.21149 0.32202
H 1.46888 8.56332 1.28550
H 6.95276 0.08041 -5.11389
H -3.71330 -4.58345 1.13376
H 8.86060 6.09378 -4.66405
H 2.47800 2.44303 1.14230
H 5.05467 -1.85529 4.64637
H -7.19828 -7.05410 0.35223
H 2.89211 -2.34595 0.99817
H -1.15794 1.38378 3.80957
H -4.35317 -8.90550 2.27251
H 3.03154 6.94538 1.06706
H -2.57793 -13.28693 -2.87956
H -6.39800 -6.10754 -0.92037
H 4.80471 -7.10591 5.75862
H 2.16716 8.03036 -1.29736
H -2.88559 -8.60755 1.33161
H -2.93042 -3.77952 -0.24505
H 5.46473 -0.01356 -4.16000
H 2.45537 -2.41329 2.71823
H 1.95214 5.58362 0.64180
H 4.55731 4.23352 -1.25238
H -5.44098 -7.17295 0.12783
H -5.94214 -0.89300 2.62841

Calculated values
Energy (eV): -193680.1849
Lowest unoccupied orbital energy (eV): -2.71
SMILES: CC(=O)N(C)CCCCc1c(CP(=O)(O)O)cc2c(c1P(O)(O)=S)C(=O)C(P(O)(O)=S)=C(CCCS(=O)(=O)O)C2=O.COP(=O)(OC)OC.COP(=O)(OC)OC.COP(=O)(OC)OC.COP(=O)(OC)OC

Mulliken atomic charge list, values in e, 6 entries:
1. S -0.4175
2. S -0.3199
3. S 1.3731
4. P 1.3196
5. P 1.1893
6. P 1.2387